w | # C5H6

The molecule C5H6 (ωB97M-V/def2-TZVPD, the OMol25 dataset).

Computed properties:
Total charge: 0
Gap between HOMO and LUMO (eV): 9.935
HOMO energy (eV): -8.8

Geometry (Å):
C -1.1404 0.5283 -0.1191
C -0.0780 1.2121 -0.1401
C 1.0348 0.1355 -0.0687
C 0.3063 -1.1064 -0.1058
C -1.0243 -0.9517 -0.0179
H -2.1610 0.9604 -0.1394
H -0.0252 2.1797 0.3222
H 2.2252 0.2882 -0.6183
H 1.6160 0.1977 0.9302
H 1.1374 -1.8832 -0.1944
H -1.8907 -1.5606 0.1512

Okay, here come the Löwdin numbers, in e, for every atom:
1. C -0.176
2. C -0.120
3. C -0.240
4. C -0.172
5. C -0.046
6. H 0.113
7. H 0.099
8. H 0.191
9. H 0.133
10. H 0.126
11. H 0.093


x | # C5H6

The molecule C5H6 (ωB97M-V/def2-TZVPD, the OMol25 dataset).

Computed properties:
Total charge: 0
Gap between HOMO and LUMO (eV): 10.930
HOMO energy (eV): -9.8

Geometry (Å):
C 2.4138 -0.6065 -0.0818
C 1.5428 0.2016 0.1056
C 0.2997 1.0092 0.1690
C -0.9586 0.3058 -0.2996
C -1.1217 -0.9304 0.0612
H 3.1067 -1.2892 -0.3679
H 0.0190 1.3325 1.1326
H 0.3309 1.8948 -0.4654
H -1.7328 0.7888 -0.8445
H -0.2494 -1.3090 0.5632
H -1.9244 -1.6047 -0.1546

Okay, here come the Löwdin numbers, in e, for every atom:
1. C 0.122
2. C -0.120
3. C -0.210
4. C -0.185
5. C -0.004
6. H -0.003
7. H 0.096
8. H 0.109
9. H 0.089
10. H 0.051
11. H 0.056


How do the structures above rank in stability at the extremes? x comes first and w comes last.